[1]
DFT (ωB97M-V with the def2-TZVPD basis set) results for a structure of composition C18H24N2O2 at a distorted geometry.

## Properties
ΔE to the lowest compared entry with this formula, charge and spin: 1828.83 kJ/mol

Cartesian coordinates (Å):
O1 2.44705 1.52749 1.71302
O2 0.28066 -0.41545 -1.07923
N1 -0.53789 1.77319 -0.78274
N2 0.01073 2.81743 -0.54192
C1 5.16257 -2.20600 -0.03908
C2 -2.29725 -3.55569 0.19191
C3 1.15959 3.04043 -0.54880
C4 1.71275 1.74444 -0.66835
C5 3.41703 -0.15344 0.11260
C6 -4.40033 -0.29390 0.02914
C7 2.67363 1.09761 0.42956
C8 4.39195 -0.28921 1.25299
C9 2.16338 4.19345 -0.15864
C10 -2.45673 1.04117 0.82221
C11 -2.65557 -2.19533 -0.37950
C12 0.38168 0.82631 -0.92691
C13 3.38301 -0.96839 -0.90527
C14 -3.88704 0.74811 0.70284
C15 4.17265 -1.87335 -1.33275
C16 5.38539 -1.31109 0.94075
C17 -3.76096 -1.53567 0.48568
C18 -2.02684 1.39015 -0.46717
H1 -2.04811 -1.55779 -0.36520
H2 5.83216 -3.10980 -0.26813
H3 -1.91683 0.15263 1.08068
H4 2.86455 4.19813 -1.12248
H5 6.23841 -1.63324 1.64634
H6 4.07355 -2.54102 -1.96675
H7 -3.27851 -4.20435 0.02812
H8 -2.39722 2.47691 -0.93888
H9 -4.15308 0.79263 1.73349
H10 -4.26129 -0.07908 -0.98881
H11 1.58135 4.84673 -0.06334
H12 -2.13336 1.79812 1.43720
H13 -3.47858 -1.62778 1.70073
H14 -2.17737 0.68923 -1.47047
H15 -4.36745 2.03850 0.54691
H16 2.47596 -1.04849 -1.56893
H17 -5.54421 -0.22989 0.43210
H18 -1.80533 -3.55569 1.10994
H19 2.60997 3.91359 0.86471
H20 2.32308 1.40017 -1.52024
H21 4.62733 0.37957 1.90063
H22 -3.32158 -2.20206 -1.16043
H23 -4.85583 -2.22066 0.61015
H24 -1.60705 -4.07861 -0.50767

Results of the Löwdin charge analysis, in e, for atoms 1 through 2:
1. O -0.045
2. O 0.041

***

[2]
DFT (ωB97M-V with the def2-TZVPD basis set) results for a structure of composition C18H24N2O5 at a distorted geometry.

## Properties
ΔE to the lowest compared entry with this formula, charge and spin: 1808.81 kJ/mol

Cartesian coordinates (Å):
O1 -0.20144 3.57722 3.48877
O2 -2.07674 1.58829 3.50637
O3 0.76910 -1.49621 -3.07834
O4 1.32137 3.74612 -0.62217
O5 2.81202 -2.02643 -1.72387
N1 -2.01489 -2.03103 -0.17042
N2 -1.26052 1.30866 1.23044
C1 -0.40621 1.75027 0.31816
C2 1.73197 0.46440 0.38365
C3 -1.72631 -1.21523 1.04172
C4 0.09206 0.20882 -1.56417
C5 -1.17304 -3.21171 -0.30321
C6 -0.65398 -1.48511 -3.69175
C7 1.81146 4.67837 1.55332
C8 -3.52497 -2.53685 0.07251
C9 0.92472 -0.82929 -2.05349
C10 0.13079 2.94596 0.99115
C11 2.18122 -1.08021 -1.26276
C12 2.55874 -0.32179 -0.24913
C13 4.17538 -2.47171 -1.11691
C14 -2.26550 0.19188 0.93028
C15 -1.23548 1.73758 2.46967
C16 1.13719 3.64986 0.56686
C17 0.67219 0.73338 -0.24517
C18 -0.29166 2.77537 2.43845
H1 1.90627 1.15253 1.38951
H2 -4.08340 -1.87889 0.24709
H3 -0.77892 0.50284 -2.10092
H4 3.47818 -0.62579 0.50070
H5 -1.87982 -1.72970 1.93160
H6 -0.51718 3.13489 4.18014
H7 -2.76219 0.32109 -0.16578
H8 -0.46883 -1.11525 0.88750
H9 -1.45260 -1.60824 -3.16281
H10 -1.30420 -3.76173 0.50484
H11 -3.22677 0.31858 1.40499
H12 -3.69862 -3.29900 1.00217
H13 -1.13815 2.21997 -0.65611
H14 -0.57591 -2.12086 -4.47269
H15 -0.46614 -0.21654 -4.28773
H16 -3.65763 -3.06604 -0.67070
H17 -0.12370 -2.98533 -0.25682
H18 4.12288 -2.73053 -0.14138
H19 2.63591 5.53622 0.85935
H20 4.69051 -1.57737 -1.19866
H21 4.57035 -3.11713 -1.75583
H22 0.73795 5.49085 1.77387
H23 2.24334 4.35304 2.28495
H24 -1.73880 -3.84823 -1.00725

Results of the Löwdin charge analysis, in e, for atoms 1 through 2:
1. O 0.176
2. O -0.024

***

[3]
DFT (ωB97M-V with the def2-TZVPD basis set) results for an isolated molecule of C18H24N2O6S.

## Properties
ΔE to the lowest compared entry with this formula, charge and spin: 188.03 kJ/mol
SMILES: CCOC(=O)c1cc(S(=O)(=O)NCCc2ccc(OC)c(OC)c2)cn1C

Cartesian coordinates (Å):
S1 3.49963 -1.54883 0.76589
O1 -2.81987 -1.09079 0.89326
O2 0.70642 3.07499 1.22017
O3 3.70182 -2.95316 0.96724
O4 -1.85450 -2.49249 -0.57953
O5 4.22340 -0.60648 1.56560
O6 -1.81677 2.27695 0.13724
N1 -0.11609 -0.44180 1.82542
N2 3.87539 -1.25353 -0.81257
C1 1.76140 1.87391 -0.46217
C2 4.17251 0.07117 -1.28644
C3 0.59941 0.57758 -2.07764
C4 1.80265 1.02461 -1.55778
C5 1.22141 -0.38319 1.91057
C6 -3.04508 1.93117 -0.46060
C7 -3.14092 -2.88280 -1.05664
C8 1.77013 -1.22410 0.96446
C9 3.11014 0.67516 -2.21312
C10 0.71459 -1.82378 0.27894
C11 -0.28802 4.02119 1.55115
C12 -0.65022 1.84398 -0.44128
C13 -1.82464 -1.60056 0.42414
C14 -0.60482 0.98585 -1.53037
C15 -3.75013 -3.97718 -0.19166
C16 0.56667 2.28597 0.11261
C17 -0.45546 -1.31788 0.82584
C18 -1.03077 0.27794 2.66699
H1 -3.24882 0.86151 -0.36242
H2 -1.71052 0.87727 2.06224
H3 -3.80035 2.48751 0.09305
H4 -2.96832 -3.23714 -2.07492
H5 -3.07873 2.22566 -1.51346
H6 -0.59550 4.60036 0.67743
H7 1.73161 0.24136 2.61564
H8 -1.16737 3.55356 1.99848
H9 3.53489 1.58818 -2.64028
H10 0.58730 -0.08799 -2.92784
H11 0.17970 4.68605 2.27748
H12 2.67059 2.24798 -0.01895
H13 5.12695 0.04188 -1.82774
H14 -1.63023 -0.41658 3.25751
H15 4.30966 0.67241 -0.38735
H16 2.92760 -0.01958 -3.03652
H17 -3.92953 -3.59993 0.81199
H18 -4.69456 -4.29881 -0.62117
H19 -3.07568 -4.82772 -0.13399
H20 -1.52168 0.61543 -1.96001
H21 -3.79903 -2.00705 -1.07336
H22 -0.46210 0.92750 3.32902
H23 3.50640 -1.91467 -1.47213
H24 0.77939 -2.54110 -0.51242

Results of the Löwdin charge analysis, in e, for atoms 1 through 2:
1. S 0.631
2. O 0.090

***

[4]
DFT (ωB97M-V with the def2-TZVPD basis set) results for an isolated molecule of C18H24N4O6S at a distorted geometry.

## Properties
ΔE to the lowest compared entry with this formula, charge and spin: 106.49 kJ/mol
SMILES: CCOC(=O)CSc1nnc(CNC(=O)c2cc(OC)c(OC)c(OC)c2)n1C

Cartesian coordinates (Å):
S1 3.21882 1.79604 2.49919
O1 -6.22683 -0.77747 -1.26711
O2 4.57103 4.05452 -0.34528
O3 5.41472 2.25081 0.70017
O4 -0.51983 -2.56300 0.91044
O5 -5.57719 -3.05497 0.38486
O6 -4.43880 0.72719 -2.18627
N1 2.39589 0.49877 -0.99710
N2 2.25897 -0.30561 1.03714
N3 0.05475 -1.65356 -1.06802
N4 2.82731 1.45126 -0.15819
C1 -4.97086 -1.15603 -0.91788
C2 2.74766 0.96550 1.05299
C3 -3.96639 -0.31574 -1.45083
C4 -2.62674 -0.57069 -1.21696
C5 -4.59080 -2.24794 -0.12191
C6 2.02372 -1.16509 2.16336
C7 2.06354 -0.54965 -0.29639
C8 3.62702 3.38994 1.74362
C9 -0.84993 -1.98946 -0.11636
C10 4.56997 3.26650 0.55873
C11 6.31520 2.01242 -0.38369
C12 -2.26128 -1.66121 -0.43233
C13 -5.20732 -4.11940 1.22786
C14 7.51909 2.94089 -0.33068
C15 -7.36630 -1.38075 -0.69832
C16 1.48088 -1.80103 -0.85834
C17 -3.24141 -2.47389 0.11784
C18 -3.51580 1.62346 -2.75390
H1 1.95789 -2.01739 -1.81603
H2 7.19825 3.97138 -0.45960
H3 2.88150 -1.82149 2.32551
H4 1.62795 -2.63360 -0.16636
H5 1.13033 -1.76721 1.98547
H6 -8.20957 -0.81998 -1.10148
H7 -2.91371 -3.29513 0.73283
H8 5.76734 2.14535 -1.32167
H9 -0.23450 -1.11402 -1.86658
H10 4.10254 3.97898 2.52926
H11 -2.91433 2.12645 -1.98945
H12 8.20924 2.68468 -1.12930
H13 -6.14430 -4.58736 1.52690
H14 -2.85277 1.12418 -3.46855
H15 2.71184 3.88233 1.41621
H16 8.02933 2.84378 0.62494
H17 -4.58811 -4.85352 0.70321
H18 -4.67841 -3.76520 2.11766
H19 -7.36513 -1.30229 0.39088
H20 1.87971 -0.54787 3.04926
H21 6.61580 0.96845 -0.27230
H22 -4.11580 2.36363 -3.28055
H23 -7.45664 -2.43054 -0.98417
H24 -1.87726 0.10195 -1.60147

Results of the Löwdin charge analysis, in e, for atoms 1 through 2:
1. S 0.996
2. O -0.043

***

[5]
DFT (ωB97M-V with the def2-TZVPD basis set) results for a structure of composition C18H24N5RuSe2 at a distorted geometry.

## Properties
Electronic energy: -5870.74662 hartree
Net charge: +3

Cartesian coordinates (Å):
Ru1 1.18935 -0.39857 0.09278
Se1 2.96637 2.03815 0.74061
Se2 3.11249 0.96361 -1.35344
N1 -0.62152 -0.39559 -0.67564
N2 3.23634 -1.00573 0.52103
N3 0.30909 2.37869 0.20805
N4 -2.97986 -0.59447 -0.58479
N5 -1.74211 -0.40587 1.35958
C1 1.41215 3.09914 0.36890
C2 -0.63950 -0.50785 -2.13259
C3 -1.83140 -1.30625 -2.63255
C4 -0.86409 4.44080 -0.10222
C5 -3.09349 -0.71788 -2.04084
C6 5.09102 -2.31542 1.23172
C7 -4.21602 -0.54363 0.20285
C8 0.29937 5.16717 0.08549
C9 1.48299 4.47914 0.32288
C10 5.86534 -1.81971 0.19408
C11 0.73728 -2.39719 0.49960
C12 3.77248 -1.90044 1.35664
C13 -2.87597 -0.56362 2.27451
C14 4.01688 -0.50516 -0.44940
C15 -4.02147 -1.23234 1.54279
C16 5.31947 -0.87749 -0.67796
C17 -1.80203 -0.48016 0.02412
C18 -0.81360 3.05382 -0.03634
H1 -4.50681 0.50172 0.35062
H2 -1.87541 -1.26956 -3.71904
H3 2.42301 4.99533 0.46504
H4 -5.00409 -1.02336 -0.37274
H5 -3.94079 -1.36541 -2.26017
H6 -0.83278 -0.26927 1.75687
H7 0.29478 -0.97848 -2.44564
H8 0.29349 6.24852 0.04537
H9 -1.80380 4.93924 -0.29675
H10 -4.93324 -1.15214 2.13046
H11 -3.17668 0.41671 2.65107
H12 -0.26581 -2.71944 0.24074
H13 -1.73262 -2.35278 -2.33684
H14 5.89438 -0.45426 -1.49108
H15 -3.81154 -2.29217 1.38942
H16 1.46548 -2.96238 -0.08447
H17 6.89180 -2.13962 0.06847
H18 3.13792 -2.29303 2.13957
H19 5.50458 -3.02293 1.93707
H20 -0.65209 0.50541 -2.55388
H21 -1.71778 2.47524 -0.17782
H22 0.91054 -2.54461 1.56909
H23 -3.31688 0.26251 -2.47361
H24 -2.55526 -1.15837 3.12840

Results of the Löwdin charge analysis, in e, for atoms 1 through 2:
1. Ru 1.148
2. Se 0.931